# 1
C32H42InN4O | ωB97M-V with the def2-TZVPD basis set

Output
* HOMO (spin up / spin down): -2.39 / -2.39 eV
* orbital gap (spin up / spin down): 4.84 / 4.84 eV
* net charge: -1
* E: -1728.76310 hartree

Geometry as XYZ:
```
80
C32H42InN4O | the Open Molecules 2025 dataset | ωB97M-V with the def2-TZVPD basis set
In -0.7574 1.5221 -0.3625
N -3.4490 -2.2683 1.4926
N -1.4770 -1.0982 -0.8479
C 2.7816 1.1044 -0.9835
C 2.7749 -0.2365 -0.5149
C 2.5452 -0.2095 0.8883
C 2.4036 -1.3609 1.7959
H 2.3666 -2.3029 1.2355
H 1.4866 -1.2603 2.4018
H 3.2487 -1.4235 2.5009
C 2.4388 1.1499 1.2889
C 2.1975 1.6110 2.6689
H 3.0319 1.3188 3.3262
H 1.2873 1.1500 3.0818
H 2.1001 2.7015 2.7094
C 2.5630 1.9617 0.1301
C 2.4250 3.4336 0.0745
H 1.3935 3.7444 -0.1615
H 3.0839 3.8470 -0.6988
H 2.6985 3.8790 1.0379
C 2.9471 -1.4422 -1.3440
H 3.3673 -2.2618 -0.7470
H 3.6254 -1.2432 -2.1853
H 1.9880 -1.7910 -1.7604
C 2.9420 1.5481 -2.3825
H 1.9742 1.6376 -2.9013
H 3.5593 0.8361 -2.9455
H 3.4285 2.5322 -2.4248
C -3.8482 -3.3196 2.1917
H -4.9260 -3.4496 2.3240
C -2.9585 -4.2508 2.7614
H -3.3537 -5.0875 3.3322
C -1.5911 -4.0581 2.5622
H -0.8517 -4.7511 2.9680
C -1.1781 -2.9496 1.8313
H -0.1275 -2.7511 1.6280
C -2.1342 -2.0438 1.2979
C -1.5750 -0.8999 0.5298
H -0.6513 -0.5258 1.0098
C -1.6065 -0.0028 -1.7290
C -0.7178 -2.0790 -1.5102
H -0.4914 -3.0283 -1.0503
C -0.3877 -1.6150 -2.7337
H 0.1418 -2.1145 -3.5301
N -0.9464 -0.3548 -2.8935
C -0.8856 0.5810 -3.9335
C 0.2216 0.6938 -4.7951
C 0.3370 1.8757 -5.5389
H 1.1940 1.9959 -6.2067
C -0.6054 2.9014 -5.4408
C -0.4153 4.1813 -6.1981
H -0.0058 4.9750 -5.5579
H -1.3727 4.5408 -6.5910
H 0.2750 4.0351 -7.0345
C -1.7267 2.7346 -4.6213
H -2.4768 3.5256 -4.5694
C -1.8843 1.5755 -3.8560
C -3.0174 1.3671 -2.9437
H -3.8972 0.9509 -3.4521
H -3.3056 2.2717 -2.4039
H -2.7123 0.4095 -2.0006
C 1.2664 -0.3654 -4.9188
H 0.8532 -1.3041 -5.3133
H 1.7723 -0.5692 -3.9638
H 2.0369 -0.0280 -5.6236
C -1.7544 -0.7034 6.7572
N -1.4237 -0.3013 5.4006
C -2.0840 0.8526 4.8321
C -0.5192 -0.9340 4.6182
C 0.1129 -2.1777 5.1763
O -0.2713 -0.4707 3.4861
H -2.4795 0.0144 7.1507
H -0.8618 -0.7047 7.4015
H -2.1937 -1.7125 6.7857
H -1.3536 1.6322 4.5751
H -2.6276 0.5833 3.9158
H -2.7830 1.2349 5.5780
H 0.8092 -2.5757 4.4349
H 0.6613 -1.9473 6.1005
H -0.6542 -2.9362 5.3879
```

Results of the Mulliken charge analysis, in e, for atoms 1 through 8: number 1, In, carries 0.310; number 2, N, carries -0.620; number 3, N, carries 0.454; number 4, C, carries 0.739; number 5, C, carries 0.138; number 6, C, carries 0.954; number 7, C, carries -0.532; number 8, H, carries 0.298

=====

# 2
C2HF3I2 | ωB97M-V with the def2-TZVPD basis set

Output
* HOMO: -9.32 eV
* orbital gap: 9.21 eV
* E: -971.69772 hartree

Geometry as XYZ:
```
8
C2HF3I2 | the Open Molecules 2025 dataset | ωB97M-V with the def2-TZVPD basis set
C -0.2652 0.5579 -0.6642
C -1.6657 -1.0109 -0.9105
F 0.1760 0.5603 -1.9253
F -0.9538 -1.9883 -0.3600
F -1.8292 -1.1954 -2.2120
I -1.1228 2.4216 -0.0394
I -3.4893 -0.6199 0.2134
H 0.2668 -0.0986 -0.0607
```

Calculated atomic charges, method Mulliken, unit e: number 1, C, carries -0.330; number 2, C, carries 0.241; number 3, F, carries -0.214; number 4, F, carries -0.205; number 5, F, carries -0.183; number 6, I, carries 0.136; number 7, I, carries 0.061; number 8, H, carries 0.493

=====

# 3
C54H61ClF4I3N3O3S | ωB97M-V with the def2-TZVPD basis set

Output
* HOMO: -8.00 eV
* orbital gap: 7.60 eV
* structure (SMILES): CCCCNc1c(Cl)c(CCCOC(C)=O)c(C[C@@H](O)CN)c2c1Sc1c(cc([C@H](I)CC)cc1[C@H](I)[C@@H](C)I)N2.Fc1ccccc1.Fc1ccccc1.Fc1ccccc1.Fc1ccccc1
* E: -4634.74833 hartree

Geometry as XYZ:
```
130
C54H61ClF4I3N3O3S | the Open Molecules 2025 dataset | ωB97M-V with the def2-TZVPD basis set
C 3.1642 6.0951 -3.5455
C 2.8104 5.0299 -4.7076
C 3.1163 3.5289 -4.1204
C 1.8257 2.6073 -4.3740
N 0.7508 2.7239 -3.3426
C 1.1280 2.1448 -2.0495
C 1.2518 3.0892 -0.7914
Cl 0.9486 4.8729 -1.1139
C 1.6126 2.5141 0.6119
C 1.6948 3.5397 1.8573
C 0.2930 3.3193 2.6681
C -0.9709 3.9749 1.8923
O -1.9331 4.4983 2.8521
C -2.8141 5.3428 2.0735
C -2.2498 6.8251 1.7503
O -3.9249 4.9214 1.6563
C 1.8971 0.9827 0.8686
C 2.3055 0.4863 2.3236
C 3.8288 0.9386 2.7174
O 3.8135 1.3606 4.1295
C 4.8905 -0.2607 2.6266
N 5.8766 -0.1089 1.4836
C 1.7475 0.0354 -0.3794
C 1.3824 0.6436 -1.7876
S 1.2335 -0.6266 -3.1523
C 0.3693 -2.0158 -2.2457
C 0.8812 -2.2324 -0.7725
C 0.2485 -3.3115 0.1468
C -0.9100 -4.1578 -0.4573
C -1.6837 -5.2774 0.4106
I -3.5602 -4.2889 1.0541
C -0.8148 -5.8573 1.6351
C -1.2867 -5.3975 3.0956
C -1.3922 -3.9711 -1.9404
C -0.7545 -2.8812 -2.8826
C -1.2061 -2.6475 -4.3993
I -2.9153 -1.2812 -4.4311
C -1.4383 -4.0149 -5.2294
C -2.6704 -3.9534 -6.2553
I 0.3551 -4.3570 -6.4871
N 1.9785 -1.4102 -0.2295
H 4.1924 6.5394 -3.8140
H 3.2424 5.6293 -2.5086
H 2.3285 6.8742 -3.5163
H 1.7070 5.0869 -4.9986
H 3.3994 5.2113 -5.6824
H 3.4929 3.5439 -3.0447
H 3.9466 3.1143 -4.8136
H 1.3582 2.9748 -5.3652
H 2.1905 1.5427 -4.5791
H -0.0825 2.2802 -3.7542
H 1.7137 4.6329 1.5372
H 2.5176 3.2801 2.6010
H 0.3486 3.7453 3.7429
H 0.0331 2.2095 2.7956
H -1.4972 3.0981 1.3481
H -0.6549 4.7104 1.0779
H -2.9746 7.6187 2.1300
H -2.0696 6.8825 0.6098
H -1.1978 6.9202 2.2192
H 2.2793 -0.6447 2.4730
H 1.6507 0.9299 3.1678
H 4.1687 1.8439 2.1111
H 3.5650 2.3095 4.1880
H 5.5346 -0.2379 3.5889
H 4.4101 -1.3109 2.6229
H 5.8242 0.8375 1.0817
H 5.5395 -0.7793 0.7713
H 0.6382 -3.4234 1.2097
H -2.0209 -6.1376 -0.2658
H 0.3127 -5.6542 1.4939
H -0.9149 -7.0095 1.5825
H -1.1688 -4.2626 3.2824
H -2.3274 -5.7811 3.3930
H -0.5567 -5.8943 3.8460
H -2.2385 -4.6056 -2.3942
H -0.3535 -2.0915 -4.9452
H -1.5754 -4.9416 -4.5821
H -2.6879 -4.8654 -6.9646
H -3.6762 -3.9816 -5.6989
H -2.6598 -3.0211 -6.9166
H 2.0805 -1.7002 0.7518
F 0.3933 -3.8183 5.7082
C 0.4162 -2.5040 5.9875
C 1.6108 -1.8073 5.8882
C 1.6328 -0.4453 6.1718
C 0.4622 0.2013 6.5619
C -0.7303 -0.5099 6.6633
C -0.7552 -1.8692 6.3691
H 2.5131 -2.3295 5.5908
H 2.5601 0.1114 6.0894
H 0.4809 1.2630 6.7871
H -1.6401 -0.0056 6.9711
H -1.6763 -2.4367 6.4338
F 1.1184 4.5374 -6.8895
C -0.2120 4.6482 -7.0493
C -1.0361 4.6174 -5.9342
C -2.4124 4.7370 -6.0990
C -2.9492 4.8752 -7.3768
C -2.1122 4.8999 -8.4890
C -0.7352 4.7914 -8.3246
H -0.6005 4.5008 -4.9476
H -3.0658 4.7219 -5.2332
H -4.0234 4.9641 -7.5046
H -2.5324 5.0035 -9.4838
H -0.0682 4.8174 -9.1783
F 1.2864 -10.5245 6.8135
C 1.7743 -9.3076 6.5273
C 0.9130 -8.2223 6.4813
C 1.4196 -6.9598 6.1895
C 2.7799 -6.7993 5.9365
C 3.6345 -7.8973 5.9805
C 3.1304 -9.1580 6.2830
H -0.1437 -8.3682 6.6729
H 0.7562 -6.1027 6.1586
H 3.1737 -5.8147 5.7046
H 4.6931 -7.7712 5.7792
H 3.7824 -10.0223 6.3303
F -5.9772 -0.8302 -2.6895
C -5.9285 0.2922 -1.9526
C -6.9942 1.1780 -1.9882
C -6.9444 2.3378 -1.2206
C -5.8249 2.6034 -0.4348
C -4.7587 1.7088 -0.4110
C -4.8123 0.5436 -1.1696
H -7.8531 0.9585 -2.6119
H -7.7761 3.0340 -1.2350
H -5.7849 3.5104 0.1604
H -3.8860 1.9191 0.1983
H -3.9950 -0.1684 -1.1563
```

Results of the Mulliken charge analysis, in e, for atoms 1 through 8: number 1, C, carries -1.011; number 2, C, carries 0.277; number 3, C, carries -0.721; number 4, C, carries -0.219; number 5, N, carries 0.275; number 6, C, carries -1.583; number 7, C, carries 0.765; number 8, Cl, carries -0.215

=====

# 4
C6H12O | ωB97M-V with the def2-TZVPD basis set

Output
* HOMO: -8.52 eV
* orbital gap: 9.34 eV
* structure (SMILES): C=C(C)C(=C)C.O
* E: -310.98772 hartree

Geometry as XYZ:
```
19
C6H12O | the Open Molecules 2025 dataset | ωB97M-V with the def2-TZVPD basis set
C 0.1016 -2.6002 -0.4482
C 0.0713 -1.1489 0.0909
C -1.0458 -0.9135 0.8208
C 0.7166 1.1937 -0.2430
C 1.0350 -0.1014 -0.2093
C 2.5083 -0.4795 -0.1041
H -0.7647 -2.7515 -1.0747
H 0.2340 -3.2442 0.4096
H 1.0414 -2.6688 -1.0006
H -1.1692 -0.0002 1.4014
H -1.8442 -1.6448 0.8439
H 1.3764 2.0445 -0.2899
H -0.3300 1.4950 -0.1763
H 2.7160 -0.6861 0.9556
H 3.2364 0.2331 -0.4841
H 2.6685 -1.4001 -0.6843
H -3.2540 2.9361 0.7735
H -3.3007 3.6426 -0.5320
O -2.6727 3.3143 0.1096
```

Results of the Mulliken charge analysis, in e, for atoms 1 through 8: number 1, C, carries -1.236; number 2, C, carries 0.657; number 3, C, carries -1.054; number 4, C, carries -0.982; number 5, C, carries 0.614; number 6, C, carries -1.198; number 7, H, carries 0.384; number 8, H, carries 0.334